Arrangement P

The following is a DFT calculation (ωB97M-V/def2-TZVPD) of a molecular structure, C34H40F9N2O3S2Si2TcTe.

Each line ends with the Löwdin charge.
Geometry (Å):
Te1 -0.5078 2.3217 -0.1665  1.876
Tc1 0.0412 -0.2547 1.1788  1.225
S1 4.4743 1.1843 1.3295  1.157
S2 -0.1590 0.6987 5.7090  1.160
Si1 -2.8583 4.2398 1.5631  0.475
Si2 1.4744 4.5349 -1.5649  0.454
F1 -0.3881 -0.6608 -4.4173  0.215
F2 -2.3579 -1.7210 -1.0182  0.170
F3 0.6467 -2.9162 -3.0936  0.207
F4 -2.0756 -2.3315 -3.0590  0.214
F5 1.6706 -2.1059 -1.3798  0.142
F6 -2.5330 -0.2747 -2.5875  0.180
F7 -0.1581 -3.1941 -1.1182  0.180
F8 -0.2128 1.0700 -3.1352  0.127
F9 1.4623 -0.2498 -3.3798  0.175
O1 -2.3645 1.8202 -0.6261  -0.265
O2 -0.1767 -0.1920 -0.9881  -0.378
O3 -2.0491 0.3144 0.9770  -0.141
N1 2.0720 0.3913 1.4034  -0.059
N2 0.1111 0.2730 3.2328  -0.075
C1 -1.1067 3.4453 1.4974  -0.427
C2 0.8889 -5.9770 2.4341  -0.036
C3 -0.4057 -5.4707 2.3957  -0.048
C4 -0.6146 -4.1401 2.0923  -0.027
C5 2.2200 4.3712 0.1551  -0.180
C6 -0.3434 -0.9990 -2.0329  -0.317
C7 -1.8486 -1.3574 -2.1991  -0.555
C8 -0.3587 3.9350 -1.4700  -0.409
C9 0.1301 -0.2182 -3.2859  -0.557
C10 -4.7290 -0.5492 0.7665  0.005
C11 3.0930 0.5187 0.5846  -0.599
C12 -5.0125 1.1920 -0.9037  0.001
C13 1.9825 -5.1620 2.1645  -0.047
C14 0.4672 -2.3299 -1.9196  -0.549
C15 -3.4813 4.8268 -0.0947  -0.166
C16 -6.8678 -0.1815 -0.2526  -0.026
C17 2.3861 0.8418 2.6827  -0.313
C18 -6.3468 0.8523 -1.0220  -0.032
C19 -2.8060 0.8345 0.1427  -0.538
C20 1.3274 0.7583 3.6833  -0.314
C21 -4.0306 3.0085 2.3396  -0.138
C22 2.3465 3.3608 -2.7175  -0.149
C23 3.1086 0.1317 -0.8484  -0.058
C24 -2.6065 5.7000 2.6956  -0.168
C25 0.2840 -1.9385 1.5434  -0.076
C26 1.7872 -3.8292 1.8605  -0.024
C27 -2.1424 -0.3885 4.0674  -0.053
C28 -0.7689 0.1703 4.2039  -0.595
C29 -4.2053 0.4932 -0.0025  -0.178
C30 1.3829 6.2965 -2.1207  -0.158
C31 3.6510 1.3023 2.8203  -0.297
C32 1.3559 1.0526 5.0048  -0.296
C33 -6.0616 -0.8838 0.6381  -0.034
C34 0.4849 -3.3110 1.8278  -0.298
H1 1.0471 -7.0201 2.6701  0.119
H2 2.1729 1.4357 5.5892  0.093
H3 -3.0960 5.8190 -0.3319  0.045
H4 2.0237 3.4035 0.6403  -0.011
H5 -6.4761 -1.6938 1.2197  0.118
H6 -3.5423 6.2518 2.7821  0.048
H7 -1.0463 4.6893 -1.0921  0.015
H8 3.4032 3.2840 -2.4632  0.044
H9 2.6222 -3.1803 1.6396  0.116
H10 -2.3155 5.3950 3.7008  0.043
H11 -4.6712 3.5499 3.0355  0.051
H12 -4.5658 4.9156 -0.0207  0.053
H13 -1.6128 -3.7306 2.0359  0.117
H14 -3.2706 4.1593 -0.9329  0.014
H15 -6.9799 1.3843 -1.7166  0.119
H16 2.2829 3.6986 -3.7512  0.054
H17 -2.3394 -0.6338 3.0289  0.045
H18 -2.2380 -1.2912 4.6705  0.099
H19 -3.5191 2.2247 2.9053  0.025
H20 -0.3630 4.2459 1.5782  0.027
H21 -1.8535 6.3927 2.3190  0.040
H22 -0.9803 2.7843 2.3616  0.014
H23 3.7450 0.8010 -1.4213  0.088
H24 -1.2457 -6.1182 2.5996  0.116
H25 2.9812 -5.5717 2.1875  0.116
H26 -0.6799 3.5836 -2.4531  0.049
H27 -2.8911 0.3221 4.4209  0.088
H28 3.4980 -0.8807 -0.9612  0.102
H29 4.1238 1.6998 3.6989  0.093
H30 1.8884 5.1560 0.8369  0.044
H31 1.9127 2.3595 -2.6867  0.008
H32 -4.5930 1.9834 -1.5080  0.123
H33 -4.0851 -1.0892 1.4452  0.116
H34 -4.6800 2.5213 1.6083  0.031
H35 -7.9117 -0.4452 -0.3496  0.121
H36 0.9041 6.3712 -3.0973  0.049
H37 0.8080 6.8979 -1.4158  0.044
H38 3.3056 4.4463 0.0735  0.047
H39 2.0928 0.1404 -1.2427  0.044
H40 2.3742 6.7392 -2.2063  0.050

Results
highest occupied orbital energy = -13.374 eV
lowest unoccupied orbital energy = -5.81 eV
2S+1 = 1
M = 1041.6 g mol⁻¹
charge = +2
HOMO-LUMO gap = 7.5620 eV

***

Arrangement Q

The following is a DFT calculation (ωB97M-V/def2-TZVPD) of a molecular structure, C34H40F9N2O3S2Si2TcTe.

Each line ends with the Löwdin charge.
Geometry (Å):
Te1 -0.2308 0.2015 1.5576  1.568
Tc1 -0.6630 0.8912 -1.1632  1.240
S1 -3.6384 3.0483 -4.1762  1.185
S2 -2.3881 4.1044 1.8821  1.171
Si1 -1.0555 -1.0664 4.4075  0.506
Si2 3.4480 -0.5844 1.6420  0.547
F1 -4.2013 -1.8596 -2.6702  0.222
F2 -2.6696 -1.7528 0.9751  0.087
F3 -2.6507 -0.4094 -2.9940  0.137
F4 -4.6406 -0.9831 1.2565  0.196
F5 -4.3243 -2.6660 -0.0490  0.213
F6 -4.8430 0.7627 -2.3700  0.151
F7 -2.2294 -2.1776 -1.8568  0.184
F8 -5.9425 -0.4857 -1.0231  0.210
F9 -5.0091 1.3170 -0.3053  0.179
O1 -2.5723 0.3282 -0.3742  -0.273
O2 -0.0680 -0.5307 -2.7583  -0.083
O3 0.8875 -1.1194 -4.6990  0.230
N1 -1.2710 2.6991 0.0572  -0.069
N2 -1.8318 2.2350 -2.5663  -0.002
C1 -1.0344 3.2584 1.2284  -0.663
C2 4.7672 0.4871 2.5069  -0.172
C3 1.9574 0.6567 -3.5304  -0.146
C4 -2.9333 -1.1742 4.1245  -0.164
C5 -3.5429 -0.4948 -0.8081  -0.285
C6 0.2849 3.4371 1.8822  -0.107
C7 -2.7950 2.8451 -1.8053  -0.359
C8 -4.8659 0.2746 -1.1241  -0.551
C9 0.2232 -0.8308 -1.4652  -0.224
C10 -2.5146 3.0540 -0.4107  -0.359
C11 3.0336 0.6842 -4.4282  0.031
C12 -0.5782 0.7340 4.8369  -0.205
C13 2.2498 -3.9832 -1.6015  -0.034
C14 3.9460 -0.8540 -0.1824  -0.146
C15 3.2828 -2.2272 2.5801  -0.168
C16 -0.3591 -2.3123 5.6617  -0.161
C17 2.8839 2.5541 -2.3717  -0.043
C18 -1.3077 1.7814 -4.9646  -0.036
C19 1.8842 1.6138 -2.5144  -0.046
C20 0.5918 -4.1722 0.1214  -0.032
C21 -0.2118 -1.5900 2.7146  -0.478
C22 0.9558 -0.3911 -3.7664  -0.402
C23 -3.1732 -1.2638 -2.0986  -0.552
C24 -2.1266 2.2790 -3.8391  -0.584
C25 1.8895 0.6030 1.6735  -0.503
C26 0.7774 -2.1209 -1.1512  -0.199
C27 -3.8357 -1.5035 0.3414  -0.549
C28 -3.2688 3.7847 0.4563  -0.293
C29 3.9547 2.5610 -3.2595  -0.022
C30 4.0254 1.6345 -4.2871  -0.020
C31 1.8178 -2.7045 -1.8954  -0.019
C32 0.1631 -2.8897 -0.1516  -0.052
C33 -3.8496 3.3465 -2.5103  -0.301
C34 1.6558 -4.7154 -0.5826  -0.017
H1 3.0631 -0.0448 -5.2255  0.138
H2 4.5306 0.6694 3.5511  0.034
H3 0.4677 0.9389 4.6231  0.017
H4 5.7285 -0.0176 2.4859  0.037
H5 1.0862 3.0676 1.2482  0.059
H6 2.8462 3.2885 -1.5807  0.120
H7 0.6934 -2.1443 5.8688  0.031
H8 5.0272 -0.8226 -0.2735  0.042
H9 4.7309 3.3005 -3.1493  0.124
H10 3.6275 -1.8250 -0.5429  0.001
H11 0.8051 -1.9451 2.8215  -0.016
H12 2.9555 -2.0804 3.6053  0.031
H13 4.9072 1.4557 2.0354  0.033
H14 2.0134 -5.7057 -0.3450  0.125
H15 -0.9422 2.6187 -5.5615  0.106
H16 -1.9126 1.1535 -5.6180  0.107
H17 -0.4701 -3.3367 5.3198  0.035
H18 2.0140 1.2034 2.5744  -0.003
H19 -0.8910 -2.2279 6.6026  0.036
H20 -0.7190 -2.4898 0.3064  0.058
H21 4.2646 -2.6902 2.6272  0.044
H22 2.0447 1.2715 0.8254  -0.027
H23 4.8510 1.6530 -4.9790  0.125
H24 -0.4555 1.2089 -4.6152  0.050
H25 -0.7355 0.9243 5.8932  0.041
H26 -4.7221 3.8340 -2.1274  0.099
H27 0.4392 4.5053 2.0445  0.101
H28 2.3088 -2.1459 -2.6799  0.119
H29 1.0102 1.6861 -1.8198  0.054
H30 -3.4720 -1.0229 5.0540  0.041
H31 -3.2306 -2.1471 3.7443  0.037
H32 0.0890 -4.7592 0.8742  0.125
H33 3.0611 -4.4154 -2.1680  0.126
H34 -4.2621 4.1565 0.3149  0.095
H35 2.6194 -2.9385 2.0979  0.011
H36 0.3331 2.9621 2.8640  0.068
H37 -3.2843 -0.4221 3.4211  0.021
H38 3.5433 -0.1000 -0.8541  0.010
H39 -1.1932 1.4454 4.2898  0.005
H40 -0.8260 -2.3740 2.2961  -0.001

Results
highest occupied orbital energy = -13.657 eV
lowest unoccupied orbital energy = -6.96 eV
2S+1 = 1
M = 1041.6 g mol⁻¹
charge = +2
HOMO-LUMO gap = 6.6931 eV

***

Stability check: which of them is least stable? arrangement Q.

***

Arrangement P

The following is a DFT calculation (ωB97M-V/def2-TZVPD) of 3 unconnected molecules or ions with the total composition C4H11NO3.

Each line ends with the Löwdin charge.
Geometry (Å):
O1 2.1177 0.4416 0.1855  -0.202
O2 1.2957 1.2778 -1.9658  -0.367
O3 -3.1533 0.9104 0.1519  -0.006
N1 -0.2121 1.1527 0.9918  0.200
C1 -2.2114 -0.1049 0.1192  -0.192
C2 0.0644 -0.8909 -0.5261  -0.126
C3 -0.7646 -0.0282 0.4665  -0.282
C4 1.5099 -0.8953 0.0498  -0.259
H1 -0.1602 -1.9360 -0.6771  0.123
H2 -1.8569 -0.4390 1.3361  0.176
H3 0.2482 1.7737 0.3563  0.118
H4 -0.5489 1.5056 1.7905  0.071
H5 0.2185 -0.5041 -1.5182  0.098
H6 2.0855 -1.5489 -0.6588  0.121
H7 1.4280 2.2424 -2.2130  -0.013
H8 -2.6923 -1.0560 -0.1633  0.148
H9 1.4248 -1.5073 1.0531  0.124
H10 -0.7475 -1.2725 2.0845  0.257
H11 1.9545 0.8788 -0.8630  0.011

Results
highest occupied orbital energy = -8.318 eV
lowest unoccupied orbital energy = -3.92 eV
2S+1 = 1
M = 121.1 g mol⁻¹
charge = 0
HOMO-LUMO gap = 4.3963 eV

***

Arrangement Q

The following is a DFT calculation (ωB97M-V/def2-TZVPD) of 2 unconnected molecules or ions with the total composition C4H11NO3.

Each line ends with the Löwdin charge.
Geometry (Å):
O1 1.3579 -2.1476 -0.4135  -0.048
O2 -0.7122 -1.1917 2.6851  -0.053
O3 -1.4851 0.8019 0.6887  0.058
N1 -0.7138 -1.0064 -0.3575  0.062
C1 0.5552 1.0801 -0.6381  -0.138
C2 -0.6635 0.3760 -0.0877  -0.478
C3 0.3580 2.6080 -0.5115  -0.096
C4 0.1129 -1.9503 -1.0714  -0.232
H1 -0.1197 -0.5457 3.0738  0.042
H2 -1.4184 -0.7747 2.1905  0.002
H3 -1.3770 -1.4204 0.2768  0.114
H4 1.3471 0.7256 0.0132  0.126
H5 0.4302 -1.3862 -1.9574  0.118
H6 1.2664 -2.1915 0.5243  0.064
H7 -0.3869 -2.8875 -1.2668  0.123
H8 -0.4611 2.9897 -1.1181  0.077
H9 0.0893 2.9187 0.5029  0.075
H10 0.5539 0.8914 -1.7106  0.118
H11 1.2668 3.1105 -0.8229  0.066

Results
SMILES = CCC(=O)NCO.O
highest occupied orbital energy = -9.990 eV
lowest unoccupied orbital energy = 0.66 eV
2S+1 = 1
M = 121.1 g mol⁻¹
charge = 0
HOMO-LUMO gap = 10.6540 eV

***

Stability check: which of them is least stable? arrangement P.

***

Arrangement P

The following is a DFT calculation (ωB97M-V/def2-TZVPD) of 2 unconnected molecules or ions with the total composition C4H11NO3.

Each line ends with the Löwdin charge.
Geometry (Å):
O1 1.3897 2.5521 0.9468  0.033
O2 -2.8300 1.4106 -0.1261  -0.055
O3 0.3249 -2.5665 -1.7276  -0.068
N1 -0.6643 -1.0298 0.9261  0.051
C1 0.8718 1.4675 1.0651  -0.273
C2 1.3897 0.2931 0.3057  -0.100
C3 0.5040 -0.9667 0.0912  -0.367
C4 0.1226 -1.2008 -1.3716  -0.211
H1 2.3370 0.1001 0.8120  0.128
H2 -1.1897 -0.1679 0.8897  0.040
H3 -3.4615 1.1608 -0.8119  0.043
H4 -0.6328 -1.3930 1.8620  0.078
H5 0.7678 -0.6511 -2.0586  0.117
H6 1.1559 -1.7428 0.3254  0.114
H7 0.0420 1.4005 1.7907  0.119
H8 -0.4081 -3.1400 -1.4912  0.084
H9 -0.9185 -0.9375 -1.5098  0.112
H10 -2.5892 2.3174 -0.3375  0.040
H11 1.7560 0.7347 -0.6125  0.112

Results
SMILES = N[C@@H](CO)CC=O.O
highest occupied orbital energy = -9.058 eV
lowest unoccupied orbital energy = 0.54 eV
2S+1 = 1
M = 121.1 g mol⁻¹
charge = 0
HOMO-LUMO gap = 9.5929 eV

***

Arrangement Q

The following is a DFT calculation (ωB97M-V/def2-TZVPD) of 2 unconnected molecules or ions with the total composition C4H11NO3.

Each line ends with the Löwdin charge.
Geometry (Å):
O1 1.6242 -1.3519 1.3511  0.022
O2 0.9520 2.4155 -1.2490  -0.005
O3 0.5075 1.7012 1.7060  -0.081
N1 -0.3738 0.2844 -0.0510  -0.019
C1 -0.7745 1.2220 1.0810  -0.130
C2 -0.3012 -1.0830 0.1104  -0.343
C3 1.1114 -1.7438 0.3051  -0.136
C4 -0.8852 -1.8149 -1.2349  -0.028
H1 -0.8880 -1.3326 1.0397  0.156
H2 -0.8835 -2.9070 -1.2746  0.076
H3 -1.8601 -1.4493 -1.3632  0.049
H4 -0.1439 0.7703 -0.8887  0.078
H5 -1.3215 0.6748 1.7951  0.096
H6 0.8061 0.9027 2.0763  0.016
H7 -0.3708 -1.4530 -2.0133  0.020
H8 1.5880 -2.5073 -0.1472  0.081
H9 0.8636 3.3035 -1.4296  0.008
H10 -1.2401 2.1075 0.7521  0.097
H11 1.5896 2.2608 -0.5653  0.041

Results
SMILES = C[C@@H](C=O)NCO.O
highest occupied orbital energy = -8.394 eV
lowest unoccupied orbital energy = 0.78 eV
2S+1 = 1
M = 121.1 g mol⁻¹
charge = 0
HOMO-LUMO gap = 9.1742 eV

***

Arrangement R

The following is a DFT calculation (ωB97M-V/def2-TZVPD) of 2 unconnected molecules or ions with the total composition C4H11NO3.

Each line ends with the Löwdin charge.
Geometry (Å):
O1 1.1392 -3.6214 0.9170  -0.057
O2 0.7722 1.9384 -0.8302  0.124
O3 -1.2282 2.6312 -0.0844  0.084
N1 0.0878 -0.5414 0.8351  -0.076
C1 -0.2427 1.6848 -0.2656  -0.477
C2 -1.4361 -0.2312 -1.1708  -0.030
C3 1.4514 -0.7516 0.2380  -0.101
C4 -0.8631 0.3455 0.1630  -0.308
H1 2.2190 -0.3524 0.8950  0.076
H2 -0.6138 -0.4375 -1.8579  0.081
H3 1.4440 -1.8139 -0.0035  0.047
H4 -0.8999 3.3933 -0.5726  0.113
H5 1.5409 -0.2452 -0.7154  0.059
H6 -1.6511 0.4352 0.9070  0.137
H7 0.4384 -4.2778 0.8386  0.050
H8 1.1603 -3.4114 1.8562  0.052
H9 -2.1986 0.3874 -1.6297  0.079
H10 -1.7921 -1.2264 -0.8926  0.077
H11 -0.2315 -1.4722 1.0460  0.071

Results
SMILES = CN[C@H](C)C(=O)O.O
highest occupied orbital energy = -8.520 eV
lowest unoccupied orbital energy = 0.58 eV
2S+1 = 1
M = 121.1 g mol⁻¹
charge = 0
HOMO-LUMO gap = 9.1046 eV

***

Arrangement S

The following is a DFT calculation (ωB97M-V/def2-TZVPD) of 2 unconnected molecules or ions with the total composition C4H11NO3.

Each line ends with the Löwdin charge.
Geometry (Å):
O1 -2.2787 1.1726 -0.4114  0.086
O2 0.2306 1.9520 1.6948  -0.282
O3 -1.7553 0.5840 1.5644  -0.028
N1 0.6718 0.1750 -0.0556  -0.072
C1 1.8902 -0.7399 0.0961  -0.033
C2 -0.4980 -0.7125 -0.0715  -0.230
C3 -1.5651 0.4488 0.2675  -0.540
C4 -0.8635 -1.0313 -1.5352  -0.059
H1 -0.5801 -1.6119 0.7062  0.203
H2 -1.1213 -2.0117 -1.6790  0.029
H3 0.0129 -0.9504 -2.3006  0.117
H4 1.9731 -1.3099 -0.8084  0.069
H5 0.8610 0.5763 -0.9716  0.145
H6 -1.2907 1.5696 1.8872  0.179
H7 1.8741 -1.2837 1.0994  0.125
H8 2.7706 -0.0890 -0.0057  0.088
H9 0.7550 1.1105 0.7908  0.108
H10 0.7308 2.7697 1.6821  -0.004
H11 -1.8174 -0.6180 -1.9494  0.100

Results
highest occupied orbital energy = -9.502 eV
lowest unoccupied orbital energy = 0.46 eV
2S+1 = 1
M = 121.1 g mol⁻¹
charge = 0
HOMO-LUMO gap = 9.9617 eV

***

Stability check: which of them is least stable? arrangement S.

***

Arrangement P

The following is a DFT calculation (ωB97M-V/def2-TZVPD) of 2 unconnected molecules or ions with the total composition C4H11NO3.

Each line ends with the Löwdin charge.
Geometry (Å):
O1 -0.7632 -1.9011 2.5315  -0.056
O2 -1.5110 0.3209 1.3125  0.031
O3 1.5076 -2.0987 -0.3710  -0.042
N1 0.6211 -0.2815 0.6911  0.093
C1 -0.6077 0.3234 0.4885  -0.486
C2 1.5362 -0.6974 -0.4301  -0.230
C3 -0.4435 2.2584 -1.2283  -0.075
C4 -0.9284 0.8016 -0.8966  -0.149
H1 0.7138 -1.0454 1.3487  0.104
H2 -1.2852 2.9260 -1.3877  0.062
H3 2.3585 -2.5240 -0.5382  0.098
H4 2.4850 -0.3304 -0.0129  0.125
H5 0.2154 2.5889 -0.4220  0.076
H6 -1.1662 -1.1351 2.9503  0.036
H7 0.0329 2.3408 -2.2090  0.065
H8 -2.0061 0.8822 -0.9834  0.113
H9 1.2799 -0.3706 -1.4401  0.112
H10 -1.6052 -2.2008 2.1996  0.041
H11 -0.4338 0.1427 -1.6028  0.083

Results
SMILES = CCC(=O)NCO.O
highest occupied orbital energy = -9.366 eV
lowest unoccupied orbital energy = 0.69 eV
2S+1 = 1
M = 121.1 g mol⁻¹
charge = 0
HOMO-LUMO gap = 10.0561 eV

***

Arrangement Q

The following is a DFT calculation (ωB97M-V/def2-TZVPD) of 2 unconnected molecules or ions with the total composition C4H11NO3.

Each line ends with the Löwdin charge.
Geometry (Å):
O1 0.2604 2.7374 1.8010  -0.063
O2 1.4257 -1.4045 1.8525  0.024
O3 -0.7418 -1.1533 0.3416  0.032
N1 -0.3661 -0.2862 -1.8231  0.018
C1 -0.7411 -0.1856 -0.4084  -0.400
C2 -0.7297 1.2329 0.1313  -0.069
C3 0.2567 1.4163 1.3879  -0.250
C4 -0.1024 -1.6352 -2.3640  -0.088
H1 -0.0960 0.4290 -2.4551  0.107
H2 1.2727 1.1281 1.1649  0.106
H3 -0.4745 -1.6145 -3.3993  0.084
H4 -0.5137 2.9633 2.2801  0.070
H5 -1.7204 1.4977 0.4947  0.114
H6 0.8038 -1.5603 1.1605  -0.009
H7 1.7936 -2.0113 2.3348  -0.059
H8 -0.0881 0.8228 2.3369  0.150
H9 -0.5330 2.0016 -0.5897  0.099
H10 0.9160 -1.9261 -2.3351  0.065
H11 -0.6219 -2.4521 -1.9114  0.070

Results
SMILES = CNC(=O)CCO.O
highest occupied orbital energy = -9.903 eV
lowest unoccupied orbital energy = 0.80 eV
2S+1 = 1
M = 121.1 g mol⁻¹
charge = 0
HOMO-LUMO gap = 10.7045 eV

***

Stability check: which of them is least stable? arrangement Q.